ORCA calculation (wB97M-V/def2-TZVPD) on C33H26FN4O5S3Ta as an isolated structure at a distorted geometry.

Structure (XYZ):
```
73
Properties=species:S:1:pos:R:3:forces:R:3:mulliken_charge:R:1
Ta -1.074 -6.074 21.046 -0.3 -1.0 -0.6 1.67
C -0.494 -0.973 27.278 0.0 0.5 0.7 -1.36
C -0.240 -2.045 26.285 0.1 -0.3 -0.7 0.84
C 1.030 -2.207 25.728 0.6 -0.2 -0.1 -0.75
C 1.300 -3.234 24.816 1.1 0.8 0.2 -0.76
C 0.267 -4.051 24.420 -0.2 -0.2 -0.1 0.20
C -1.012 -3.930 24.968 -0.5 -0.2 -0.4 -0.44
C -1.262 -2.917 25.876 -0.2 -0.1 0.0 -0.79
S 0.575 -5.184 23.138 1.5 2.0 1.6 1.50
O -0.516 -6.165 23.209 -1.2 -1.6 -1.5 -0.82
O 1.903 -5.698 23.213 -0.6 0.5 -0.6 -0.63
N 0.080 -4.500 21.732 0.1 -1.6 -0.1 -0.32
C 0.201 -3.346 20.967 0.3 1.4 -0.9 0.59
C 0.930 -2.183 21.262 -0.2 -0.7 0.0 -0.62
C 0.929 -1.157 20.322 -0.2 -0.1 -0.4 -0.61
C 0.197 -1.301 19.140 0.0 0.4 -0.4 -0.84
C -0.513 -2.477 18.937 -0.1 0.3 -0.1 -0.36
N -0.519 -3.460 19.820 0.4 -1.3 1.6 0.04
H 0.269 -0.160 27.207 -0.7 -0.6 0.1 0.36
H -0.443 -1.424 28.297 0.0 0.4 -0.6 0.30
H -1.510 -0.557 27.152 0.5 -0.1 0.1 0.37
H 1.847 -1.532 26.017 -0.4 -0.4 -0.1 0.38
H 2.329 -3.388 24.428 -0.9 0.2 0.3 0.51
H -1.801 -4.638 24.672 0.4 0.5 0.1 0.55
H -2.285 -2.793 26.246 0.4 0.0 0.1 0.45
H 1.485 -2.094 22.190 0.0 0.0 -0.1 0.57
H 1.516 -0.259 20.502 -0.2 -0.2 0.0 0.45
H 0.157 -0.526 18.352 0.2 -0.5 0.7 0.44
H -1.110 -2.658 18.047 0.1 0.1 0.0 0.55
C -5.723 -1.166 17.628 0.6 0.1 -0.6 -1.26
C -6.421 -2.414 18.152 -0.6 -0.6 -0.8 -0.18
C -7.769 -2.164 18.791 -0.8 -0.6 -0.1 -1.09
C -7.643 -1.480 20.156 0.0 0.7 -0.5 -0.97
C -6.551 -2.063 21.033 -0.5 -0.2 0.6 0.76
C -6.544 -1.836 22.412 -0.2 0.2 -0.8 -0.63
C -5.578 -2.415 23.214 1.0 -0.6 0.5 -0.17
F -5.600 -2.156 24.551 0.1 -0.3 -1.3 -0.31
C -4.585 -3.252 22.697 -0.1 0.2 1.1 -0.52
C -4.550 -3.548 21.334 -1.4 0.5 -1.2 0.35
C -3.587 -4.432 20.728 0.6 0.0 0.2 1.16
O -2.660 -4.996 21.555 -1.0 0.2 -1.6 -1.08
C -3.590 -4.597 19.321 -0.7 0.3 0.7 0.52
C -4.587 -3.921 18.604 -0.9 0.3 0.1 -0.69
N -5.594 -3.176 19.125 2.8 -0.8 -0.1 0.06
C -5.591 -2.930 20.499 1.0 -0.5 0.0 0.10
C -2.613 -5.443 18.529 0.4 0.7 0.3 0.31
O -2.353 -5.236 17.370 -0.4 -0.7 1.5 -0.57
O -2.026 -6.379 19.348 0.1 1.2 -0.2 -0.41
H -6.404 -0.609 16.949 0.3 -0.4 0.5 0.39
H -4.828 -1.439 17.009 -0.7 0.2 0.6 0.36
H -5.406 -0.495 18.437 -0.1 -0.1 -0.2 0.37
H -6.548 -3.133 17.307 0.0 0.6 0.6 0.47
H -8.294 -3.138 18.891 0.3 0.5 0.1 0.36
H -8.397 -1.578 18.089 0.4 -0.2 0.5 0.42
H -8.619 -1.524 20.657 0.4 0.1 0.1 0.48
H -7.430 -0.410 19.952 -0.1 -0.4 0.4 0.37
H -7.295 -1.185 22.851 0.1 -0.1 0.0 0.56
H -3.834 -3.691 23.363 -0.4 0.2 -0.2 0.54
H -4.595 -4.018 17.516 0.0 0.0 0.3 0.60
S -1.046 -8.713 21.283 0.4 1.3 -0.1 -0.22
C 0.213 -8.333 20.155 0.9 1.1 -0.6 0.50
N 0.558 -6.998 20.043 -0.4 -0.9 -0.8 -0.13
C 1.365 -6.739 18.877 -0.2 -1.0 0.8 0.00
C 1.812 -5.536 18.339 -0.7 0.5 0.4 0.09
C 2.533 -5.536 17.151 0.1 0.2 0.0 -0.87
C 2.918 -6.729 16.550 -0.2 -0.6 -0.1 -0.58
C 2.522 -7.935 17.133 0.4 -0.7 -0.8 -0.43
C 1.720 -7.941 18.260 0.3 -0.1 -0.1 0.51
S 1.056 -9.395 19.027 -0.8 1.8 0.9 -0.10
H 1.510 -4.589 18.801 0.2 -0.4 -0.2 0.29
H 2.790 -4.585 16.684 0.0 -0.2 0.2 0.41
H 3.463 -6.755 15.594 -0.2 0.1 0.7 0.39
H 2.798 -8.895 16.667 -0.1 0.6 0.2 0.35
```
Positions in Å, forces in eV/Å.

Results
**Orbital gap**: 6.38 eV
**Net charge**: +2